# C33H83NO18

9 unconnected molecules or ions with the total composition C33H83NO18 (the ωB97M-V functional and the def2-TZVPD basis, the OMol25 dataset).

Element x y z (Å)
H1 8.10094 -24.08976 4.16411
H2 9.64224 -27.37766 10.71495
H3 13.24453 -19.95548 -1.21221
H4 2.96501 -26.84259 7.49613
O1 1.44523 -21.71885 0.60216
C1 8.79838 -15.41571 4.35042
H5 8.90103 -23.59458 12.04912
H6 5.11117 -19.82651 2.95324
C2 11.11680 -23.68723 -0.03939
O2 4.08645 -21.67515 3.00068
H7 6.98493 -19.18394 6.84261
H8 10.25614 -23.36576 0.48866
H9 9.26217 -16.02436 3.56645
H10 5.64047 -20.98790 4.20684
O3 8.77017 -23.78134 8.66865
C3 7.08125 -24.08110 3.77382
H11 11.31032 -24.63292 0.33084
H12 8.40848 -22.27205 9.98570
H13 6.07072 -21.33145 2.48474
C4 8.76605 -24.13737 11.10419
H14 1.73513 -25.79258 6.67168
H15 8.81027 -28.65478 -0.31803
H16 5.28337 -23.58381 2.23921
H17 7.08130 -19.14642 1.40624
C5 5.20123 -25.69255 1.80811
H18 2.87415 -22.46252 6.67915
H19 9.12282 -19.59729 -0.74923
C6 12.07285 -21.60472 -0.68443
C7 9.51493 -27.03630 4.89511
H20 7.66751 -22.57983 0.40533
H21 7.39531 -27.67936 -0.67128
C8 0.41070 -22.68128 0.41446
O4 6.95772 -17.17387 6.64062
H22 5.79636 -26.56453 1.47391
O5 7.38806 -15.47483 4.26712
H23 7.76915 -22.10111 7.67462
H24 8.39916 -18.25947 7.50801
H25 9.05038 -14.41138 4.25936
H26 11.07951 -21.14639 -0.43738
H27 3.16893 -22.24914 4.91857
C9 5.91118 -17.71634 -0.41753
H28 9.05588 -26.30537 9.33719
H29 5.31589 -16.38683 5.67974
N1 9.49363 -20.66077 3.90867
O6 9.63423 -27.87151 3.72078
H30 11.38859 -21.56733 3.84090
C10 8.26245 -29.13201 2.07622
H31 7.94078 -21.52063 -0.99816
C11 8.68938 -22.80213 7.64766
H32 10.30675 -21.69229 2.32006
H33 9.19479 -27.60001 5.79288
H34 3.14740 -26.96263 2.44418
H35 0.28752 -21.78182 6.43723
C12 13.09979 -18.69687 0.82538
H36 7.87419 -30.17276 2.11751
H37 5.40504 -17.88018 0.53072
H38 1.61769 -22.24444 2.61561
C13 2.82931 -22.93810 5.67135
H39 3.09921 -20.25539 1.98161
H40 4.76857 -23.87030 5.47035
O7 8.64059 -20.93852 0.83830
H41 6.01053 -24.20362 0.66592
H42 8.38510 -29.33579 4.16518
C14 5.95671 -24.35141 1.78218
C15 3.43011 -21.30047 1.81140
H43 -0.34221 -22.31537 4.78864
H44 8.06408 -26.58866 10.79429
C16 6.12869 -17.15119 5.46409
H45 5.24140 -17.84101 -1.24533
H46 6.68415 -21.05645 0.22138
O8 3.57723 -24.97557 6.74825
H47 10.08793 -22.82374 10.02762
C17 9.03862 -26.50571 10.39646
H48 6.72268 -23.05169 4.04922
H49 8.04206 -17.69582 1.02551
O9 13.27027 -20.07820 0.87001
H50 3.45395 -24.69908 4.64333
C18 7.70955 -18.35213 6.67655
O10 6.99810 -18.52257 -0.55135
H51 0.84745 -23.66052 0.24184
H52 9.85270 -19.29635 0.85113
H53 8.25639 -18.60866 5.77862
O11 8.99746 -20.84554 5.00085
O12 9.65496 -25.25184 10.95300
C19 2.26669 -22.20400 1.69925
H54 5.00911 -25.92312 2.90331
O13 3.95829 -25.64106 1.12806
H55 -0.18765 -22.38634 -0.45946
H56 7.66265 -24.42043 11.03301
C20 6.81303 -16.79371 4.16363
O14 9.35650 -19.63612 3.29911
H57 12.14788 -18.40414 0.32663
H58 8.81034 -23.38982 6.71478
C21 8.92660 -19.61167 0.35024
C22 3.67191 -24.17463 5.58784
C23 13.27134 -20.71403 -0.41371
C24 7.73892 -18.69829 0.62590
C25 0.53984 -22.04401 5.36984
H59 5.57104 -18.11208 5.30467
C26 5.33917 -20.92442 3.13746
O15 7.16760 -24.37574 2.42601
H60 7.54955 -17.48296 3.85189
H61 9.93552 -22.65818 3.78220
H62 9.58785 -22.18095 7.67235
H63 8.69939 -26.21559 4.69378
H64 10.75395 -23.76540 -1.07052
O16 1.40764 -23.17633 5.39680
O17 7.44299 -28.38348 1.22336
H65 -0.29676 -22.72299 1.27385
C27 2.74121 -26.12019 6.69227
H66 2.10028 -26.30448 1.09425
H67 2.89492 -26.62853 5.74876
H68 9.15973 -15.74155 5.35584
C28 7.63932 -21.55838 0.05752
O18 12.26853 -22.88470 -0.05806
H69 12.86150 -18.36375 1.80681
H70 10.48357 -26.50908 5.09420
C29 10.39196 -21.74256 3.41263
H71 12.10224 -21.86662 -1.77704
C30 7.77431 -28.52056 -0.14371
H72 6.18053 -16.68184 -0.50290
H73 9.25518 -29.30335 1.60890
H74 6.40095 -24.78899 4.24988
H75 13.90962 -18.23727 0.34711
H76 2.57717 -23.27219 1.48851
C31 3.09389 -26.73478 1.35556
C32 9.04065 -23.20001 9.93132
H77 7.27393 -29.42818 -0.54995
H78 6.03605 -16.75487 3.40591
H79 14.13656 -21.34580 -0.60568
C33 8.45544 -28.52800 3.47778
H80 3.19817 -27.61212 0.71006
H81 0.99291 -21.12771 4.94145
H82 4.06543 -21.41876 0.96804
H83 7.64263 -27.79525 3.75280

Total energy = -2715.65188 hartree
Relative energy (zero: lowest compared OMol25 entry of this formula, charge and spin) = 30.2 kcal/mol
LUMO = 0.15 eV
Largest force on an atom = 3.406 eV Å⁻¹
HOMO level = -9.33 eV
SMILES = C[N+](=O)[O-].COCCOC.COCCOC.COCCOC.COCCOC.COCCOC.COCCOC.COCCOC.COCCOC

***

# C33H84F3N10O19S

12 unconnected molecules or ions with the total composition C33H84F3N10O19S (the ωB97M-V functional and the def2-TZVPD basis, the OMol25 dataset).

Element x y z (Å)
H1 -4.47614 2.68810 -2.52339
C1 -4.27388 -0.59924 1.27712
C2 2.11502 -2.23291 5.57911
H2 -3.51275 4.48279 3.10575
C3 -1.00154 4.73668 -3.91733
C4 -1.52129 -2.55783 -5.01052
O1 -1.86071 5.89487 2.01870
H3 -4.70754 -2.02753 0.12422
H4 2.26720 -4.12845 6.62939
H5 -7.23456 2.26197 -2.25861
H6 -7.48605 4.54003 -3.01130
N1 -2.20316 -1.59749 -4.54457
H7 -2.10552 3.34516 -1.46307
H8 -6.15481 0.03610 -3.85994
H9 2.84054 -0.09144 0.92546
C5 -5.29789 -1.67599 -3.16527
H10 3.52923 1.49556 0.85927
O2 -1.64820 -0.44904 -1.94620
N2 -0.88094 3.98334 1.49586
O3 -2.30536 1.71721 -1.02488
H11 -1.87579 -3.08789 7.80681
H12 -0.63181 -2.71434 -3.12809
H13 2.96478 -2.22582 4.89650
H14 0.00319 -3.67118 -4.49916
H15 2.96103 2.65845 -4.82399
O4 5.10368 0.89895 -1.18148
C6 -4.68185 0.83396 1.24398
C7 1.09206 0.55274 -5.64442
H16 -1.22760 5.45043 -4.70951
H17 -1.40358 -0.86749 4.30058
C8 1.14277 -1.34688 4.73412
H18 -3.11885 1.60901 0.32104
C9 3.59537 0.54460 1.38785
H19 5.30134 -2.88051 -0.48771
O5 -1.09667 -0.43676 5.10176
H20 7.11947 0.24822 2.10197
O6 -3.61845 1.74274 1.12981
H21 6.98080 -3.11383 -0.55707
H22 -3.96220 -0.90241 2.27664
H23 0.46238 0.65966 -3.77281
H24 -2.75366 -5.38985 0.66173
H25 8.00941 0.37434 -1.11088
H26 0.01324 -4.56148 6.82986
H27 6.48413 1.56375 1.23108
H28 -2.84503 3.82845 -3.33185
C10 -5.51073 3.00314 -2.38756
H29 1.63698 0.92355 4.19569
H30 0.88763 4.26274 -2.02625
N3 -0.19894 -1.38741 5.48217
H31 8.56220 -1.31357 -1.07583
H32 -2.41294 -5.16322 -1.10567
H33 7.97489 -0.57618 0.39294
O7 -5.13523 -1.54692 0.83675
C11 6.10368 -2.39802 1.48635
N4 -4.37572 -0.99510 -2.49048
O8 -6.73016 5.11182 -2.85872
H34 0.61072 -0.98533 2.64882
H35 -4.55078 -4.99128 -0.62697
H36 -0.25001 4.53584 0.93304
C12 -2.80523 -4.71511 -0.19276
H37 -1.01138 -4.09778 4.40792
O9 -0.71789 3.61567 -4.67115
H38 2.76092 1.98657 -2.60007
H39 -6.77554 -1.62452 -4.25676
H40 -5.31844 1.07292 0.39208
H41 -4.29212 0.00395 -2.61306
H42 5.89605 -3.40794 1.83997
H43 0.47142 -2.71578 3.23307
N5 0.66067 0.07251 -6.81931
O10 -0.21960 1.48144 -2.28219
H44 5.74331 1.08410 2.74153
H45 5.23092 -1.78642 -2.39021
O11 -1.67107 -2.81508 -6.17964
H46 -0.56954 2.93422 -4.01143
H47 -1.98356 -1.36730 -3.58598
N6 -0.67401 -3.05029 -4.07965
C13 0.33162 -3.52301 6.73874
C14 7.82442 -0.61226 -0.68602
H48 1.52065 -4.34164 5.11327
H49 1.42157 0.57013 5.90970
C15 1.05071 -1.79245 3.23454
C16 1.74819 0.15201 4.95755
C17 6.23428 -2.44174 -0.13387
H50 5.96330 1.28551 -1.36378
O12 -4.13103 -4.17020 -0.36005
C18 -5.58314 4.27677 -3.18961
C19 2.84422 4.02520 -1.94497
H51 -3.84693 -1.50623 -1.79822
H52 -0.04222 5.03158 -3.49210
C20 1.59802 -3.62547 5.93134
H53 3.37417 4.88868 -2.34702
O13 1.93048 1.36879 -5.54674
H54 6.99253 -1.93285 -2.62422
F1 -0.85732 1.22305 1.16236
H55 -0.39808 -0.54673 -4.62849
H56 -2.14356 -2.79278 4.43928
N7 5.26250 -0.23704 -0.35213
H57 5.18265 -1.31391 2.95477
H58 4.03400 -1.90012 1.85920
C21 -0.25219 0.50314 0.25215
O14 -5.26735 -2.87993 -3.12850
H59 -2.62215 2.97753 2.64491
H60 2.42299 -1.74668 6.50476
H61 1.45763 2.97842 -3.22971
H62 -2.43795 -1.65067 6.92300
C22 6.16938 0.69894 1.81515
O15 -0.63884 -3.87246 0.15588
S1 -1.15744 0.80100 -1.41143
C23 2.52687 2.96552 -3.01837
H63 -4.71519 4.92550 -3.07172
N8 -6.16626 -0.97110 -3.78569
C24 5.02424 -0.07494 1.15059
H64 1.36512 0.16181 -7.53756
O16 1.60963 4.56769 -1.47187
H65 -0.92889 2.97459 1.48074
H66 6.14311 -0.40745 -2.92751
H67 -2.04462 -2.77933 -0.51962
H68 2.06978 -1.97796 2.89518
H69 2.83751 0.11341 4.95310
F2 1.08444 0.78362 0.18829
F3 -0.45883 -0.72901 0.68788
H70 -0.19591 -3.02561 0.06502
N9 -2.70812 3.97676 2.76428
C25 -2.14215 4.56836 -2.94897
H71 -2.34782 -4.07936 5.59379
H72 3.42799 0.66199 2.45850
N10 0.34113 0.14152 -4.63125
H73 -0.18928 -0.47017 -6.87585
H74 -5.60094 4.01262 -4.24697
H75 3.48548 3.55555 -1.19910
O17 -1.67861 4.16788 -1.71301
H76 -3.34484 -0.74193 0.72518
H77 0.64067 -3.20571 7.73468
C26 6.19027 -1.28136 -2.27775
C27 -1.77885 4.71116 2.15911
C28 -0.76539 -2.66378 6.09304
O18 -6.47002 2.05845 -2.80234
H78 -2.29318 -3.26622 1.19244
C29 6.37392 -1.02527 -0.83924
H79 -2.56851 -0.88907 -5.16487
C30 -1.55893 -2.20674 7.24890
O19 3.35108 3.26550 -4.19078
H80 7.05191 -2.09253 1.92867
H81 -0.89703 -1.62623 7.89155
C31 5.03785 -1.47629 1.88670
H82 -5.15742 0.96016 2.21661
H83 -5.78025 3.32456 -1.38150
C32 -1.59452 -3.47601 5.08723
C33 -1.96600 -3.59024 0.20448
H84 -2.63087 5.52511 -2.76491

Total charge = -1
Total energy = -3982.61180 hartree
LUMO = 1.89 eV
Largest force on an atom = 6.313 eV Å⁻¹
HOMO level = -6.58 eV

***

# C33H85O23P3

9 unconnected molecules or ions with the total composition C33H85O23P3 (the ωB97M-V functional and the def2-TZVPD basis, the OMol25 dataset).

Element x y z (Å)
O1 -0.68177 0.64361 -0.76260
H1 3.47763 4.71552 -3.66748
H2 -1.13697 -5.30341 6.09635
C1 2.64918 2.25691 -5.70281
H3 -0.90007 1.02119 -2.72400
H4 -2.76286 -5.06422 4.17202
C2 -0.41478 -3.73499 0.57859
H5 2.43504 3.57711 -2.90567
C3 -5.33528 2.37977 -2.28041
C4 2.77119 3.91473 -3.88604
C5 2.73918 5.30698 5.34223
C6 0.05572 2.76835 6.44015
H6 -5.31926 3.88569 -5.96969
O2 0.78517 -1.23775 -1.80949
H7 2.39018 -2.58375 -1.66584
H8 7.95849 -2.21056 2.35819
H9 -2.95646 1.93201 -8.30922
H10 8.07798 1.24926 3.05799
O3 -0.16940 -0.08568 -7.01426
H11 -5.22590 3.22201 -1.59720
C7 -3.30222 -3.50364 -1.77135
O4 -5.70750 4.06618 -4.00877
H12 9.58292 1.48791 2.26654
H13 -0.21057 -3.28181 4.38271
H14 -1.64787 -1.59263 6.22082
H15 -5.77147 5.49173 -5.49723
H16 -7.01220 4.14695 -5.47077
C8 -3.33323 0.90971 -8.34179
O5 1.45605 -4.41403 4.25232
H17 -0.92461 2.31925 6.59947
H18 -2.76893 -3.22067 -2.67889
H19 -2.33901 -2.67395 0.67705
C9 0.45038 0.30123 -8.19694
H20 1.52340 0.48883 -8.15784
H21 -4.05728 -4.24538 -2.03174
C10 -5.97633 4.43963 -5.29924
H22 2.31755 1.15337 1.33395
O6 1.58677 4.14467 -4.68447
H23 -2.19364 1.57700 -1.58669
H24 2.88846 2.63531 -6.69662
H25 3.59292 4.65243 5.16679
O7 1.79664 1.24801 -1.47568
H26 2.00836 -2.12658 -3.31247
H27 4.47839 3.01848 -4.89961
H28 -6.92080 2.49150 -3.61102
P1 -1.56283 0.45683 -6.48853
C11 -1.32570 -0.11704 4.56319
C12 -5.64421 0.82991 -0.57928
C13 3.49554 2.69708 -4.55495
H29 6.10652 0.17327 1.99205
O8 -2.34796 -4.08447 -0.87860
H30 -2.06932 -0.16625 -1.94890
H31 8.00045 1.35121 1.27656
C14 -2.62983 0.08437 7.61538
H32 -2.88419 0.83288 8.36579
H33 -3.41661 0.07152 6.86111
C15 -2.34977 -6.03838 3.91036
H34 -3.28049 0.69065 -9.40825
H35 -1.14115 -1.96813 -6.14426
C16 2.01821 -1.76647 -2.28372
H36 0.66029 3.22784 -6.20543
H37 -4.05030 0.93751 3.11626
C17 0.26026 -5.00208 -1.33913
C18 0.30971 -4.02062 4.99228
C19 1.62575 0.35852 1.61277
C20 -5.85547 2.71009 -3.68454
O9 -2.60463 -0.06609 -7.60859
H38 -0.14209 -3.12349 1.43871
H39 -4.31021 2.01066 -2.31335
H40 -3.92847 -2.76731 -1.26763
O10 -1.54287 1.93433 -6.22522
C21 -0.41172 -5.35894 5.28454
H41 2.10736 -2.85612 3.07239
O11 1.30043 -0.45307 0.49190
C22 -2.98711 0.71307 3.20194
H42 -4.40062 0.98626 -8.13462
C23 8.60250 1.03236 2.12743
H43 -2.75101 -0.84554 8.17098
H44 -0.75043 0.80335 4.46296
O12 0.63412 -4.05107 -0.30307
O13 -1.36851 0.21016 7.06938
H45 2.42788 1.18997 -5.73060
H46 4.46702 -1.96617 -0.64117
H47 -0.05825 -0.96262 5.95061
H48 -2.45716 -6.04307 2.82568
C24 -1.51580 0.76860 -1.86077
O14 8.77350 -0.35721 2.06718
H49 -5.33077 2.13155 -4.44486
H50 0.38993 -6.03199 5.58860
H51 -5.56238 1.58367 0.20383
H52 0.72304 2.36571 -4.63760
O15 -1.85561 -0.39366 -5.16910
C25 -1.53974 -1.76832 -5.14962
C26 4.69724 -1.31077 0.19880
H53 -4.72998 0.28414 -0.81255
H54 3.10466 6.31190 5.13089
C27 0.36508 4.12006 1.54606
C28 -1.68812 -3.10793 -0.08196
H55 -0.27751 -5.88700 -0.99880
H56 -0.99571 -2.06731 -4.25366
H57 2.28194 5.18125 6.32367
H58 -2.57305 0.19650 2.33601
C29 -1.10867 -0.67411 5.98913
H59 0.32680 3.30499 7.34934
O16 -0.89622 -5.89963 4.12292
H60 2.82574 -1.04610 -2.15310
C30 7.70148 -1.16879 2.54994
H61 -0.77689 -4.60679 1.12352
H62 -6.35209 0.14432 -0.11348
H63 2.32939 -0.17399 2.25264
H64 4.39231 -0.28493 -0.00804
H65 2.55071 -2.75470 4.78472
H66 0.02642 1.14531 -8.74090
O17 1.78398 5.13684 4.32345
H67 1.28107 3.53418 1.46991
H68 -0.95679 -0.84207 3.83770
C31 1.29222 2.94731 -5.36277
H69 -2.43891 -2.38323 -5.11124
H70 3.39302 -3.89996 3.60793
C32 6.26898 -0.90350 2.03959
H71 -0.31273 3.53522 0.92425
H72 -1.27535 -2.24177 -0.59915
H73 0.69940 0.57311 2.14560
H74 0.23712 -0.60936 -8.75681
O18 -0.06051 4.12999 2.83735
O19 -6.18162 1.36360 -1.77594
P2 0.96375 3.74273 4.08988
H75 0.52860 5.13888 1.19480
O20 1.74888 2.52531 3.91378
H76 -2.55956 1.71547 3.17980
H77 0.80597 2.00772 6.22412
P3 0.87490 0.15362 -0.96323
O21 5.99134 -1.36143 0.65217
O22 -2.72486 0.01640 4.42947
H78 1.09234 -5.40687 -1.91523
H79 -2.93009 -6.86468 4.32093
H80 3.70699 1.87240 -3.87430
O23 -0.10386 3.65962 5.29683
H81 -0.28554 -4.39671 -2.06283
H82 3.93863 -1.64962 0.90435
H83 0.50737 -3.57563 5.96748
H84 5.51910 -1.22517 2.76230
H85 7.74664 -1.08329 3.63564
C33 2.46595 -3.42559 3.92984

Total charge = -1
Total energy = -4062.77511 hartree
LUMO (alpha / beta) = 2.03 / 2.06 eV
Multiplicity = 2
Largest force on an atom = 4.892 eV Å⁻¹
HOMO level (alpha / beta) = 0.75 / -7.14 eV